# 1
Molecular formula: C3H4INS
Method: DFT, ωB97M-V with the def2-TZVPD basis set

Its energy above the lowest of the compared OMol25 structures with the same formula, charge and spin is 5.588 eV. Its frontier orbital gap (alpha / beta) is 7.618 / 7.405 eV. As for the energy: -23595.445 eV.

Atoms and positions in Å:
C (1.323, 0.654, -1.380)
C (-1.227, 0.008, 0.483)
C (0.105, -0.792, 0.456)
N (-1.592, 0.576, -0.683)
S (1.533, 0.331, 0.220)
I (2.675, 1.994, -2.206)
H (-2.014, -0.718, 0.772)
H (-1.168, 0.747, 1.306)
H (0.266, -1.305, 1.404)
H (0.099, -1.496, -0.372)

Cartesian forces, eV/Å:
C -0.2 -0.1 -0.3
C 0.6 -1.0 1.6
C 0.1 0.4 -0.1
N -0.4 0.8 -1.4
S -0.1 -0.1 0.0
I 0.1 0.0 0.2
H 0.0 0.1 0.1
H -0.1 0.0 -0.1
H -0.1 0.0 0.0
H 0.1 0.0 0.0

***

# 2
Molecular formula: C3H4IO3
Method: DFT, ωB97M-V with the def2-TZVPD basis set

Its energy above the lowest of the compared OMol25 structures with the same formula, charge and spin is 0.796 eV. Its charge is -1. The spin multiplicity is 3. Its frontier orbital gap (alpha / beta) is 3.558 / 6.611 eV. Its expectation value of S² is 2.009. As for the energy: -17416.271 eV.

Atoms and positions in Å:
C (0.296, -1.753, 0.118)
C (-0.667, 1.061, 0.606)
C (0.217, 0.311, -0.245)
O (0.279, -2.249, -0.980)
O (0.378, -1.837, 1.295)
O (0.055, 0.437, -1.673)
I (2.188, 1.021, 0.159)
H (-0.776, 2.132, 0.640)
H (-1.665, 0.749, 0.376)
H (-0.372, 0.675, 1.521)
H (0.067, -0.546, -1.818)

Cartesian forces, eV/Å:
C -0.1 -0.2 -0.3
C -2.4 -0.8 -0.6
C -0.2 1.3 -3.4
O 0.0 0.5 0.5
O -0.1 0.0 0.0
O -0.8 -2.2 1.9
I 3.6 0.6 0.7
H 1.1 0.6 -0.5
H -1.2 -0.4 0.2
H 0.0 -0.2 2.5
H 0.1 0.9 -1.0

***

# 3
Molecular formula: C3H4IO6S2
Method: DFT, ωB97M-V with the def2-TZVPD basis set

Its energy above the lowest of the compared OMol25 structures with the same formula, charge and spin is 1.282 eV. Its charge is -1. Its frontier orbital gap (alpha / beta) is 6.706 / 6.705 eV. As for the energy: -45229.000 eV.

Atoms and positions in Å:
C (3.871, 0.609, 1.239)
C (0.157, 0.672, 0.194)
C (0.058, -0.814, -0.162)
O (2.561, 2.793, 1.658)
O (2.403, 2.017, -0.644)
O (3.150, -2.612, 0.586)
O (1.250, -2.001, 1.989)
O (1.160, 0.821, 1.165)
O (1.320, -1.305, -0.445)
S (2.528, 1.669, 0.754)
S (2.210, -1.569, 0.980)
I (4.640, -0.105, -0.531)
H (0.444, 1.264, -0.683)
H (-0.789, 1.045, 0.602)
H (-0.356, -1.362, 0.696)
H (-0.574, -0.971, -1.043)

Cartesian forces, eV/Å:
C -0.9 -1.8 -0.3
C -0.5 0.0 -1.1
C -1.1 0.6 0.4
O 0.3 -0.5 0.0
O 0.1 -0.3 0.1
O -0.2 0.1 -0.4
O -0.2 0.3 -0.1
O 1.1 1.1 0.5
O 0.9 -0.6 0.3
S -2.0 1.3 0.1
S 1.6 -0.5 0.8
I 1.2 0.2 -0.4
H -0.3 -0.2 0.1
H 0.1 0.0 0.0
H -0.1 0.1 -0.3
H 0.0 0.1 0.1

***

# 4
Molecular formula: C3H4IOY
Method: DFT, ωB97M-V with the def2-TZVPD basis set

Its charge is +2. Its frontier orbital gap is 5.931 eV. As for the energy: -14340.906 eV.

Atoms and positions in Å:
C (-0.291, -0.463, 1.271)
C (0.006, -0.110, -0.036)
C (0.236, 1.363, -0.390)
O (-0.593, 2.178, -0.336)
I (2.218, 1.662, -1.043)
H (0.098, -1.409, 1.600)
H (-1.285, -0.361, 1.659)
H (0.930, -0.671, -0.284)
H (-0.876, -0.453, -0.854)
Y (-0.442, -1.735, -1.587)

Cartesian forces, eV/Å:
C -1.4 -2.6 -0.9
C 2.0 1.3 2.6
C 0.0 -0.1 -0.5
O -0.9 0.8 0.2
I 0.3 -0.1 -0.2
H 0.7 -0.2 0.5
H -0.2 1.5 0.8
H 0.6 0.2 -0.3
H -2.3 5.1 0.7
Y 1.2 -5.8 -2.8

***

# 5
Molecular formula: C3H4LaO
Method: DFT, ωB97M-V with the def2-TZVPD basis set

Its energy above the lowest of the compared OMol25 structures with the same formula, charge and spin is 0.000 eV. Its charge is +3. Its frontier orbital gap (alpha / beta) is 3.989 / 3.990 eV. As for the energy: -6045.429 eV.

Atoms and positions in Å:
C (-0.818, -0.679, 1.202)
C (0.352, -0.079, 0.891)
C (0.617, 0.018, -0.515)
O (0.047, 0.806, -1.284)
La (-0.116, 1.591, -3.796)
H (-1.281, -0.541, 2.179)
H (-1.369, -1.280, 0.475)
H (0.923, 0.526, 1.595)
H (1.644, -0.363, -0.747)

Cartesian forces, eV/Å:
C -0.1 0.7 0.5
C -3.1 -0.2 -0.3
C 4.5 0.3 2.1
O -1.5 0.7 -4.0
La 0.1 -0.7 2.5
H 0.4 -0.6 0.0
H 0.1 0.3 0.2
H 0.4 -0.3 -0.1
H -0.7 -0.1 -0.9

***

# 6
Molecular formula: C3H4LaO4
Method: DFT, ωB97M-V with the def2-TZVPD basis set

Its energy above the lowest of the compared OMol25 structures with the same formula, charge and spin is 3.889 eV. The spin multiplicity is 2. Its frontier orbital gap (alpha / beta) is 5.295 / 4.279 eV. Its expectation value of S² is 1.359. As for the energy: -12215.283 eV.

Atoms and positions in Å:
O (-1.814, 1.479, -0.427)
C (-0.700, 1.931, -0.008)
C (-0.463, -0.589, -0.214)
O (-0.094, 2.974, -0.153)
O (-0.545, 1.269, 1.212)
C (-0.119, -0.103, 1.039)
H (0.335, -1.004, -0.844)
H (-1.404, -1.119, -0.380)
H (0.911, -0.066, 1.405)
La (-2.655, 2.924, 2.116)
O (2.926, -3.526, -1.794)
H (3.621, -4.171, -1.953)

Cartesian forces, eV/Å:
O -0.1 1.5 -1.7
C -4.0 0.8 0.7
C 0.7 -3.0 1.6
O 0.5 -0.4 -0.3
O 1.0 -1.0 4.2
C 1.3 2.5 -3.0
H 0.0 -0.6 0.8
H -0.4 1.7 -0.7
H -0.1 -0.5 -0.1
La 1.2 -1.1 -1.4
O -0.5 0.4 0.1
H 0.5 -0.4 -0.1

***

# 7
Molecular formula: C3H4LiNdO3
Method: DFT, ωB97M-V with the def2-TZVPD basis set

Its energy above the lowest of the compared OMol25 structures with the same formula, charge and spin is 2.244 eV. Its charge is +3. The spin multiplicity is 5. Its frontier orbital gap (alpha / beta) is 8.569 / 9.164 eV. Its expectation value of S² is 6.003. As for the energy: -24766.817 eV.

Atoms and positions in Å:
O (-1.130, -0.216, -0.362)
C (-0.265, -0.272, 0.569)
C (0.397, 0.711, 1.430)
Nd (-3.890, -0.298, 0.413)
Li (-1.054, 0.215, -2.566)
H (0.389, -1.143, 0.399)
H (-0.498, 1.448, 1.104)
H (1.398, 0.337, 1.698)
H (-0.041, 0.610, 2.436)
O (2.398, -0.118, -0.995)
C (1.588, -0.650, -1.673)
O (0.708, -0.624, -2.453)

Cartesian forces, eV/Å:
O -1.9 1.3 2.0
C 3.4 -2.6 -2.1
C -6.2 -0.3 -0.2
Nd 0.0 -0.1 0.2
Li 0.8 -0.2 -0.3
H -0.4 -0.6 0.6
H 3.8 1.3 0.7
H 0.5 1.5 -0.9
H -0.2 -0.4 0.5
O -1.5 -3.2 -0.9
C 2.2 5.0 0.5
O -0.4 -1.8 0.0

***

# 8
Molecular formula: C3H4LiO3Pb
Method: DFT, ωB97M-V with the def2-TZVPD basis set

Its energy above the lowest of the compared OMol25 structures with the same formula, charge and spin is 1.192 eV. Its charge is +1. Its frontier orbital gap is 8.390 eV. As for the energy: -14763.867 eV.

Atoms and positions in Å:
O (0.972, -1.723, 1.619)
C (-0.215, -1.296, 1.835)
C (-0.417, -0.013, 2.446)
H (-0.969, -2.006, 1.435)
H (-0.712, -0.950, -1.300)
H (0.466, 0.357, 2.992)
H (-1.366, 0.093, 2.984)
Li (2.181, -1.007, 0.437)
O (0.960, 0.114, -0.626)
C (-0.100, 0.153, -1.302)
O (-0.839, 1.146, -1.172)
Pb (-0.329, 1.474, 0.826)

Cartesian forces, eV/Å:
O -1.4 0.9 0.0
C 2.8 -1.2 -0.1
C -0.9 -2.6 0.9
H -0.4 0.9 0.6
H 1.7 2.4 -1.6
H -0.4 -0.3 -0.1
H 0.2 0.2 -0.1
Li -0.3 -0.3 -0.1
O 2.2 -0.4 -0.5
C -2.8 -4.1 2.7
O -1.5 0.1 -3.6
Pb 0.7 4.4 2.1

***

# 9
Molecular formula: C3H4LiO3Pr
Method: DFT, ωB97M-V with the def2-TZVPD basis set

Its charge is +2. The spin multiplicity is 3. Its frontier orbital gap (alpha / beta) is 8.059 / 8.679 eV. Its expectation value of S² is 2.015. As for the energy: -23575.479 eV.

Atoms and positions in Å:
O (0.451, -1.904, 0.124)
C (-0.146, -1.336, -0.838)
C (-1.435, -0.746, -0.706)
H (0.469, -1.264, -1.758)
H (2.336, 1.662, 0.305)
H (-2.022, -1.132, 0.142)
H (-1.990, -0.623, -1.642)
Li (0.925, -1.162, 1.740)
O (0.808, 0.727, 1.365)
C (1.272, 1.763, 0.813)
O (0.478, 2.600, 0.334)
Pr (-1.147, 1.413, 0.121)

Cartesian forces, eV/Å:
O -1.0 1.4 -0.9
C 1.6 -1.6 1.3
C 0.4 -0.4 -0.6
H -0.7 0.1 0.0
H -1.5 0.9 1.8
H 0.0 -0.1 -0.2
H -0.1 -0.1 0.1
Li 0.4 -0.6 0.0
O -0.5 0.5 0.7
C 4.1 -2.7 -2.3
O 1.5 3.3 0.2
Pr -4.3 -0.5 -0.1

***

# 10
Molecular formula: C3H4LiO4V
Method: DFT, ωB97M-V with the def2-TZVPD basis set

Its energy above the lowest of the compared OMol25 structures with the same formula, charge and spin is 0.000 eV. The spin multiplicity is 5. Its frontier orbital gap (alpha / beta) is 4.727 / 8.395 eV. Its expectation value of S² is 6.005. As for the energy: -37257.175 eV.

Atoms and positions in Å:
O (-0.424, -0.519, -2.085)
O (-1.285, 0.060, 0.268)
C (-0.534, -0.102, 1.435)
C (0.940, -0.097, 1.003)
O (0.964, -0.585, -0.335)
C (0.203, 0.199, -1.173)
H (-0.706, 0.728, 2.144)
H (-0.760, -1.039, 1.975)
H (1.576, -0.740, 1.623)
H (1.321, 0.936, 0.999)
O (0.578, 1.369, -1.461)
V (-1.869, -1.293, -0.959)
Li (-0.002, 1.084, -3.434)

Cartesian forces, eV/Å:
O 0.1 0.7 -0.6
O -0.1 0.8 0.9
C -0.1 0.0 0.1
C 0.3 0.5 0.0
O -0.3 0.1 0.4
C 2.1 0.0 -1.7
H 0.0 -0.2 -0.2
H -0.1 0.1 -0.2
H -0.1 0.2 -0.3
H 0.0 -0.3 0.1
O -0.9 -0.5 0.2
V -0.8 -0.9 -0.1
Li 0.0 -0.5 1.5

***

# 11
Molecular formula: C3H4MgO3Rb
Method: DFT, ωB97M-V with the def2-TZVPD basis set

Its energy above the lowest of the compared OMol25 structures with the same formula, charge and spin is 2.990 eV. Its charge is +1. Its frontier orbital gap (alpha / beta) is 7.076 / 3.465 eV. As for the energy: -15407.961 eV.

Atoms and positions in Å:
C (-0.780, 0.107, 0.408)
C (0.624, -0.339, 0.123)
O (1.388, 0.804, -0.262)
C (2.623, 0.640, -0.693)
O (3.101, -0.525, -0.758)
O (-1.571, -0.617, 0.984)
H (-0.992, 1.186, 0.266)
H (0.603, -1.094, -0.678)
H (1.051, -0.816, 1.018)
Mg (4.557, 0.757, -1.393)
Rb (-5.930, -1.035, 1.136)
H (-4.673, 0.932, -0.150)

Cartesian forces, eV/Å:
C 0.0 -0.1 1.7
C 0.1 -0.6 -0.3
O -0.8 0.2 0.2
C 0.5 -0.3 -0.2
O -0.5 0.2 0.1
O 0.1 0.4 -0.9
H -0.1 -0.2 -0.4
H 0.1 0.1 0.2
H -0.2 0.1 -0.2
Mg 0.5 0.1 -0.2
Rb 0.0 -0.3 0.2
H 0.2 0.3 -0.2

***

# 12
Molecular formula: C3H4MnO2
Method: DFT, ωB97M-V with the def2-TZVPD basis set

Its energy above the lowest of the compared OMol25 structures with the same formula, charge and spin is 0.282 eV. Its charge is +1. The spin multiplicity is 7. Its frontier orbital gap (alpha / beta) is 5.865 / 9.449 eV. Its expectation value of S² is 12.076. As for the energy: -38578.815 eV.

Atoms and positions in Å:
O (-0.663, -1.165, -0.307)
C (-0.690, -0.008, 0.345)
Mn (0.513, 1.771, -0.520)
O (-1.631, 0.785, 0.403)
C (0.752, -1.541, -0.344)
H (0.834, -2.466, 0.241)
H (1.018, -1.719, -1.392)
C (1.422, -0.331, 0.268)
H (1.576, -0.328, 1.357)
H (2.463, -0.268, -0.082)

Cartesian forces, eV/Å:
O 0.0 0.8 1.2
C -2.9 0.0 -1.9
Mn 0.3 0.3 0.1
O 3.2 -1.6 0.2
C -0.5 -0.2 0.3
H 0.2 0.2 -0.2
H -0.1 0.1 0.3
C 0.6 -0.5 0.7
H -0.6 -0.2 -0.2
H -0.3 0.9 -0.6

***

energy of number 3 (C3H4IO6S2)? -45229.000 eV